The following is a DFT calculation (ωB97M-V with the def2-TZVPD basis set) of the ion C3H3O4P with charge -2.

Values from the calculation:
Net charge: -2
Kohn-Sham gap: 5.75 eV
HOMO: 0.79 eV
SMILES: C=C1O[C@H]1P(=O)([O-])[O-]

Geometry (Å):
C -0.603 1.972 0.929
C -0.308 1.047 0.055
O 0.041 0.891 -1.225
C -0.447 -0.300 -0.468
P 0.821 -1.787 -0.401
O 2.095 -1.170 0.098
O 0.182 -2.766 0.560
O 0.914 -2.119 -1.864
H -0.311 3.126 0.905
H -0.806 1.600 1.964
H -1.578 -0.493 -0.554

Atom charges from the Löwdin analysis, given in e for atoms 1 to 2: -0.0497, -0.4640